Record 1
Density functional theory data (wB97M-V/def2-TZVPD) for a single C5H12O2 molecule.

Geometry as XYZ:
```
19
Properties=species:S:1:pos:R:3:forces:R:3
C -2.713 -0.070 0.070 -0.1 0.0 0.0
C -1.467 0.565 -0.540 0.0 0.0 0.0
C -0.214 0.052 0.162 0.0 0.4 0.0
O -0.212 -1.363 0.060 0.1 -0.2 -0.1
C 1.086 0.663 -0.363 0.0 0.0 0.0
C 2.305 0.120 0.371 0.0 0.3 0.1
O 2.524 -1.234 -0.040 0.1 -0.2 0.1
H -3.627 0.231 -0.452 0.1 0.0 0.1
H -2.628 -1.159 0.028 -0.1 0.2 0.0
H -2.815 0.216 1.124 0.0 0.0 -0.2
H -1.513 1.660 -0.468 0.0 -0.1 0.0
H -1.393 0.308 -1.606 0.0 0.0 0.1
H -0.292 0.325 1.232 0.0 -0.1 -0.1
H 0.670 -1.633 -0.234 -0.1 0.0 0.1
H 1.052 1.754 -0.249 0.0 -0.2 0.0
H 1.201 0.452 -1.435 0.0 0.0 0.1
H 2.133 0.172 1.455 0.0 0.0 -0.2
H 3.202 0.711 0.146 -0.1 -0.1 0.0
H 2.700 -1.770 0.740 0.1 0.0 -0.1
```
Positions in Å, forces in eV/Å.

Total energy (hartree): -348.178471
ΔE to the lowest compared entry with this formula, charge and spin (kJ/mol): 69.17
SMILES: CC[C@@H](O)CCO



Record 2
Density functional theory data (wB97M-V/def2-TZVPD) for a single C3H2N2O2 molecule.

Geometry as XYZ:
```
9
Properties=species:S:1:pos:R:3:forces:R:3
O -2.731 0.232 -0.426 0.5 -0.2 0.0
C -1.669 -0.020 0.050 -0.7 0.1 -0.2
C -0.298 -0.265 -0.535 0.1 0.2 0.5
N 0.481 0.769 -0.636 -0.1 -0.1 0.3
C 1.607 0.318 -0.001 0.4 -0.1 0.1
N 1.556 -0.917 0.408 0.4 0.3 -0.3
O 0.295 -1.328 0.025 -0.2 0.0 0.0
H -1.434 0.002 1.136 -0.6 -0.1 0.1
H 2.430 0.965 0.261 0.2 -0.2 -0.3
```
Positions in Å, forces in eV/Å.

Total energy (hartree): -375.416988
ΔE to the lowest compared entry with this formula, charge and spin (kJ/mol): 248.21
SMILES: O=Cc1ncno1



Record 3
Density functional theory data (wB97M-V/def2-TZVPD) for C51H43BeBrN6O2P2 as an isolated structure.

Geometry as XYZ:
```
106
Properties=species:S:1:pos:R:3:forces:R:3
Be -0.769 2.312 0.697 0.0 0.3 -0.1
C 0.028 6.561 -4.250 0.1 -0.1 0.1
C -0.464 5.570 -3.231 -0.1 0.0 0.0
C -1.359 4.562 -3.576 0.0 0.0 0.1
C -1.835 3.691 -2.621 0.1 0.0 0.0
C -1.450 3.774 -1.279 0.0 0.3 0.0
N -1.941 2.906 -0.305 0.3 -0.4 -0.1
C -3.281 2.664 -0.190 0.0 0.0 0.1
C -4.272 3.387 -0.892 0.0 0.0 0.0
C -5.617 3.181 -0.696 0.0 -0.1 0.1
C -6.078 2.259 0.242 -0.1 0.0 0.0
C -7.548 2.086 0.511 0.2 -0.1 -0.1
C -5.129 1.551 0.950 0.1 0.0 0.0
C -3.758 1.722 0.745 -0.4 0.4 -0.4
N -2.875 1.008 1.599 -0.1 -0.5 0.1
C -3.211 -0.016 2.407 0.3 -0.1 0.1
C -2.181 -0.206 3.304 -0.1 0.1 0.0
C -1.228 0.741 2.952 -0.2 0.0 0.1
N -1.644 1.457 1.911 0.2 0.3 0.1
C -0.472 4.729 -0.955 -0.5 0.0 -0.6
C -0.014 5.616 -1.925 0.1 -0.1 0.1
N 0.083 4.806 0.355 0.2 0.3 0.2
C 0.899 5.764 0.844 0.1 0.0 0.3
C 1.255 5.406 2.125 0.0 0.1 -0.1
C 0.597 4.198 2.352 0.0 0.1 -0.1
N -0.101 3.849 1.280 0.0 -0.3 0.1
H -0.665 6.619 -5.088 0.0 0.0 -0.1
H 1.007 6.267 -4.632 0.0 0.0 -0.1
H 0.119 7.556 -3.815 0.0 0.0 0.0
H -1.672 4.453 -4.607 -0.1 0.0 0.0
H -2.512 2.897 -2.904 0.0 0.0 0.0
H -3.960 4.153 -1.583 0.0 0.0 0.0
H -6.330 3.760 -1.271 0.0 0.1 0.0
H -8.050 3.053 0.511 -0.1 0.0 0.0
H -7.707 1.614 1.480 -0.1 0.0 0.0
H -8.013 1.463 -0.255 -0.1 0.0 0.0
H -5.473 0.863 1.710 0.0 0.0 0.1
H -4.127 -0.564 2.300 -0.1 0.1 -0.1
H -2.138 -0.923 4.101 0.0 -0.1 0.0
H -0.279 0.932 3.414 0.1 0.0 -0.1
H 0.741 6.349 -1.673 0.0 0.0 0.0
H 1.172 6.643 0.293 -0.1 0.0 -0.1
H 1.910 5.939 2.788 0.0 0.1 0.1
H 0.584 3.591 3.241 0.0 -0.1 0.0
Br 6.166 4.348 -0.761 -0.1 -0.1 0.0
C 5.045 2.847 -0.462 0.0 0.1 0.0
C 5.585 1.677 0.050 0.0 0.1 0.0
N 4.837 0.610 0.278 0.1 -0.2 0.1
C 3.532 0.673 0.044 -0.1 0.1 -0.1
C 2.898 1.806 -0.454 0.0 0.2 0.1
C 3.692 2.917 -0.728 0.0 -0.1 0.0
C 1.415 1.990 -0.724 0.0 0.0 -0.1
O 1.104 2.572 -1.748 0.1 -0.2 0.0
O 0.591 1.574 0.191 0.3 0.3 0.0
H 6.640 1.599 0.282 0.0 0.0 0.0
H 2.993 -0.236 0.262 -0.1 0.0 0.0
H 3.234 3.802 -1.147 0.0 0.0 0.0
C 1.117 -1.901 -0.721 0.2 0.1 0.3
P 0.152 -1.142 0.711 0.0 -1.0 0.0
C -1.054 -2.517 0.951 0.0 0.2 0.0
C -1.266 -3.305 2.076 0.0 0.0 -0.1
C -2.312 -4.219 2.108 -0.1 0.0 0.1
C -3.183 -4.335 1.038 -0.1 0.0 0.0
C -3.015 -3.517 -0.071 0.0 0.0 0.0
C -1.968 -2.614 -0.104 0.0 0.0 0.0
C 1.345 -1.263 2.120 -0.2 0.1 -0.1
C 1.861 -0.060 2.611 0.0 -0.1 0.0
C 2.760 -0.042 3.665 0.0 0.0 0.0
C 3.150 -1.232 4.264 0.0 0.1 0.0
C 2.647 -2.431 3.788 0.0 -0.1 0.0
C 1.762 -2.449 2.719 0.1 0.1 0.1
P 2.430 -3.180 -0.394 -0.3 0.0 -0.3
C 2.903 -3.647 -2.112 0.1 0.1 0.1
C 3.589 -4.859 -2.227 0.0 0.0 -0.1
C 4.017 -5.317 -3.460 0.0 0.0 0.0
C 3.778 -4.560 -4.600 0.0 0.0 0.0
C 3.112 -3.351 -4.494 0.0 0.0 -0.1
C 2.681 -2.890 -3.256 0.0 0.0 0.1
C 1.396 -4.682 -0.093 0.1 0.1 0.2
C 1.745 -5.519 0.964 0.0 0.1 -0.1
C 0.979 -6.637 1.264 0.0 -0.1 0.1
C -0.135 -6.935 0.498 0.0 0.0 0.1
C -0.461 -6.135 -0.589 0.0 0.0 -0.1
C 0.307 -5.023 -0.889 0.0 0.0 0.1
H 1.625 -1.066 -1.211 -0.1 0.0 -0.1
H 0.371 -2.287 -1.417 0.0 0.1 -0.1
H -0.627 -3.208 2.943 0.0 0.0 0.0
H -2.451 -4.841 2.983 0.0 0.0 0.0
H -4.000 -5.044 1.077 0.0 0.0 0.0
H -3.705 -3.577 -0.904 0.0 0.0 0.0
H -1.857 -1.950 -0.956 0.0 0.0 0.0
H 1.569 0.866 2.139 0.0 0.1 -0.1
H 3.162 0.900 4.018 0.0 0.0 0.0
H 3.848 -1.218 5.090 0.0 0.0 0.0
H 2.947 -3.363 4.250 0.0 0.0 0.0
H 1.395 -3.394 2.352 0.0 -0.1 0.0
H 3.779 -5.446 -1.336 0.0 -0.1 0.0
H 4.533 -6.265 -3.536 0.0 0.0 0.0
H 4.128 -4.909 -5.562 0.0 0.0 0.0
H 2.921 -2.761 -5.382 0.0 0.0 0.0
H 2.173 -1.936 -3.195 0.0 0.0 0.0
H 2.630 -5.292 1.548 0.0 0.0 0.1
H 1.250 -7.269 2.099 0.0 0.0 0.0
H -0.744 -7.796 0.744 0.0 0.0 0.0
H -1.320 -6.375 -1.201 0.0 0.0 0.0
H 0.060 -4.425 -1.757 0.0 0.1 0.0
```
Positions in Å, forces in eV/Å.

Total energy (hartree): -5719.899503
ΔE to the lowest compared entry with this formula, charge and spin (kJ/mol): 63.84



Record 4
Density functional theory data (wB97M-V/def2-TZVPD) for C24H48O48S12 as an isolated structure.

Geometry as XYZ:
```
132
Properties=species:S:1:pos:R:3:forces:R:3
C -5.202 2.896 0.649 -1.1 -0.2 0.1
C -4.343 1.982 1.413 0.1 -0.1 0.9
O -3.284 2.875 1.893 0.0 0.8 0.6
S -4.019 4.238 2.535 -0.1 1.3 1.6
O -3.272 5.561 2.315 -2.5 -5.4 0.2
O -4.512 3.917 3.914 1.5 1.0 -4.2
O -5.299 4.090 1.467 1.1 0.6 0.1
H -6.197 2.453 0.617 -0.2 0.3 -0.1
H -4.839 2.966 -0.377 0.1 1.1 0.1
H -4.003 1.140 0.811 0.8 0.4 0.1
H -4.945 1.578 2.227 0.5 0.0 0.5
C 4.231 3.265 -1.272 0.3 -0.7 0.0
C 5.312 2.210 -0.866 1.0 2.7 0.2
O 5.003 1.861 0.447 -1.3 -0.9 3.0
S 4.481 3.200 1.304 1.3 1.1 -3.6
O 5.666 4.052 1.429 -2.2 -1.5 0.6
O 3.565 2.944 2.386 1.3 -0.1 -1.6
O 3.646 3.742 -0.048 0.5 -0.7 2.0
H 3.441 2.822 -1.879 0.0 0.4 0.1
H 4.748 4.109 -1.727 -0.3 -0.1 -0.3
H 6.208 2.821 -0.750 0.5 -0.1 -0.4
H 5.615 1.374 -1.497 -1.0 -0.2 0.2
C -2.586 -0.579 -4.694 0.3 0.2 -0.5
C -3.500 0.474 -5.303 -0.5 -1.0 -0.4
O -4.261 0.969 -4.192 -0.7 0.0 2.3
S -4.202 0.007 -2.824 0.6 -2.5 -0.5
O -5.441 -0.649 -2.354 2.7 2.1 -1.8
O -3.351 0.629 -1.820 -1.3 -0.3 -1.5
O -3.303 -1.201 -3.665 -2.1 1.3 2.3
H -1.710 -0.094 -4.262 0.4 -0.2 -0.2
H -2.383 -1.398 -5.384 0.5 0.4 -0.1
H -4.223 0.050 -5.999 0.0 -0.2 0.0
H -2.969 1.256 -5.847 0.0 0.3 0.6
C 0.470 1.199 1.210 -0.6 -0.5 0.0
C 0.892 -0.262 1.075 1.1 -0.9 0.1
O 0.562 -0.707 -0.228 -0.2 1.9 -3.3
S 0.881 0.604 -1.306 -1.7 -0.5 0.4
O -0.011 0.570 -2.510 2.2 0.1 3.9
O 2.303 0.719 -1.533 -1.5 -0.2 0.4
O 0.375 1.721 -0.149 0.6 -1.1 -1.6
H 1.136 1.800 1.830 0.3 -0.1 -0.4
H -0.520 1.232 1.665 -0.2 0.3 -0.3
H 0.403 -1.008 1.702 -0.2 0.6 0.4
H 1.963 -0.444 1.159 0.2 0.5 0.4
C 0.081 4.842 2.769 -0.3 0.1 1.0
C 0.802 5.694 3.838 0.3 1.1 -1.2
O 0.708 5.089 5.113 -1.5 -1.0 0.1
S -0.777 4.374 5.227 -0.3 1.1 0.3
O -1.785 5.389 5.610 2.4 -2.5 -1.4
O -0.655 3.167 6.024 -0.2 1.9 -1.8
O -0.811 4.041 3.562 -0.6 -0.7 1.8
H 0.767 4.264 2.149 -0.1 -0.6 0.4
H -0.556 5.404 2.086 0.1 0.4 0.2
H 0.317 6.670 3.826 0.1 0.1 0.4
H 1.861 5.821 3.615 -0.1 -0.1 0.1
C 0.808 2.638 -5.840 -0.3 0.3 0.9
C 0.619 1.280 -6.310 1.5 -3.4 -0.2
O -0.655 1.167 -6.920 -1.1 0.5 -1.2
S -0.786 2.476 -7.872 0.7 1.0 -1.5
O -2.169 2.905 -8.124 3.0 -1.1 1.5
O 0.084 2.321 -9.055 -1.7 0.4 2.9
O -0.037 3.422 -6.682 -0.9 0.3 -1.5
H 1.874 2.858 -5.890 -0.2 0.7 -0.2
H 0.480 2.592 -4.802 -0.2 1.2 -0.1
H 0.674 0.549 -5.504 -0.4 0.1 0.0
H 1.438 0.990 -6.968 -0.4 -0.1 -0.7
C -0.464 -4.634 -2.292 0.5 2.4 -2.4
C -0.703 -3.875 -1.062 -2.0 0.8 1.7
O 0.538 -3.682 -0.393 1.9 -2.0 -0.5
S 1.449 -5.091 -0.697 1.5 0.4 0.2
O 1.240 -6.030 0.404 0.3 1.8 -2.1
O 2.849 -4.813 -1.144 -4.1 -0.3 1.4
O 0.598 -5.480 -2.004 1.3 -2.3 1.1
H -0.035 -3.984 -3.055 -0.1 0.5 -0.2
H -1.342 -5.012 -2.816 0.1 -1.0 0.8
H -1.421 -4.420 -0.450 0.3 -0.4 0.6
H -1.194 -2.905 -1.144 0.4 0.2 -0.6
C -2.326 -7.388 4.934 -1.7 0.7 1.1
C -2.073 -7.606 3.488 -0.1 0.9 -0.2
O -0.831 -6.936 3.388 3.1 1.3 0.0
S -0.797 -5.501 4.250 -0.6 -0.2 -0.5
O -1.143 -4.361 3.348 1.0 -3.4 2.6
O 0.355 -5.436 5.162 -2.4 -0.2 -2.5
O -2.116 -5.994 5.120 1.3 2.5 -0.7
H -1.640 -7.836 5.653 -0.2 -0.9 -0.5
H -3.375 -7.441 5.226 0.1 -0.8 0.1
H -2.636 -6.980 2.797 -1.3 -0.5 0.4
H -2.099 -8.650 3.173 0.8 0.2 0.0
C 4.633 -2.691 -3.575 -0.2 -0.8 0.5
C 5.359 -1.404 -3.496 0.5 0.4 1.0
O 4.765 -0.521 -4.377 -2.0 1.9 -2.9
S 3.458 -1.097 -5.243 3.6 -0.9 0.3
O 3.617 -0.804 -6.683 -0.5 -1.1 3.8
O 2.269 -0.748 -4.527 0.4 -0.4 -0.7
O 3.994 -2.651 -4.821 -2.4 0.6 -2.2
H 4.006 -2.728 -2.684 -0.8 -0.5 -0.5
H 5.278 -3.569 -3.579 -0.1 0.1 -0.1
H 6.403 -1.529 -3.781 0.1 0.5 0.5
H 5.070 -0.987 -2.531 1.4 0.0 0.4
C -2.969 -2.375 6.404 -0.2 -1.0 0.5
C -1.506 -2.535 5.945 -0.3 0.0 0.9
O -1.378 -1.878 4.714 -1.1 2.2 -1.4
S -2.745 -0.886 4.416 2.1 0.5 0.9
O -3.082 -0.902 2.996 0.5 -0.3 2.8
O -2.547 0.394 5.125 -0.8 -3.1 -1.7
O -3.637 -1.932 5.260 -1.4 1.6 -1.8
H -3.181 -1.736 7.262 0.5 0.4 -0.2
H -3.432 -3.332 6.642 0.2 -0.1 -0.1
H -1.274 -3.581 5.744 0.1 0.3 0.5
H -0.885 -2.094 6.725 0.5 -0.1 -0.3
C 3.070 -3.262 1.955 0.1 1.3 -2.0
C 1.957 -3.525 2.930 -1.1 -1.5 -2.6
O 2.510 -3.309 4.130 0.8 1.6 4.4
S 3.496 -1.962 4.094 -0.5 -1.3 -0.1
O 4.383 -1.974 5.256 -1.6 -0.5 -3.1
O 2.752 -0.758 3.790 0.8 -1.5 0.2
O 4.083 -2.603 2.679 1.6 1.9 1.4
H 2.659 -2.614 1.181 0.2 0.5 -0.1
H 3.551 -4.037 1.358 -0.1 -0.6 0.8
H 1.674 -4.563 2.755 -0.2 -0.1 0.8
H 1.074 -2.924 2.712 0.0 0.2 0.2
C -1.629 3.519 -2.640 -2.0 -1.2 -1.7
C -1.873 3.997 -1.244 -0.3 -0.7 0.5
O -1.111 5.160 -1.217 2.4 2.6 -0.7
S 0.264 4.960 -2.051 2.9 0.7 -1.1
O 1.370 4.347 -1.300 -2.6 1.4 -0.9
O 0.589 6.161 -2.848 -1.4 -2.8 2.0
O -0.314 3.740 -2.983 2.4 1.4 0.9
H -2.173 4.116 -3.372 -0.8 0.2 0.3
H -1.843 2.481 -2.894 -0.1 -0.1 0.6
H -1.438 3.453 -0.405 -0.8 -1.1 -0.3
H -2.911 4.305 -1.118 0.1 -0.3 0.3
```
Positions in Å, forces in eV/Å.

Total energy (hartree): -9332.479009
ΔE to the lowest compared entry with this formula, charge and spin (kJ/mol): 877.94



- The highest total energy belongs to which entry?
  C5H12O2



- Among the records above, which one has the lowest ΔE to the lowest compared entry with this formula, charge and spin?
  C51H43BeBrN6O2P2



- The highest total energy belongs to which entry?
  C5H12O2



- total energy of number 3 (C51H43BeBrN6O2P2)?
  -5719.899503 hartree